Version a
A 2-piece molecular cluster, C3H6N3O2S overall. Source: OMol25; level of theory: wB97M-V/def2-TZVPD.

Last column: natural (NBO) charge in e.
Element x y z (Å)
C -0.996 1.114 -0.735  -0.085
C 0.651 -1.111 -0.439  0.748
C -0.591 2.337 -1.088  -0.457
N -0.036 -1.084 -1.356  -0.517
N 1.608 -1.147 0.430  -0.387
N 1.610 -0.492 1.628  -0.643
O -2.927 -0.502 -0.177  -0.853
O -0.947 -0.441 1.246  -0.978
S -1.989 0.335 0.499  1.806
H -1.228 3.243 -0.988  0.308
H 0.243 2.238 -1.739  0.274
H -0.687 -1.678 -1.901  0.495
H 2.507 -1.493 0.244  0.453
H 0.619 -0.286 2.079  0.452
H 2.163 -1.034 2.299  0.385

The value obtained for the gap between HOMO and LUMO (spin up / spin down) is 7.5 / 7.5 eV. The charge is +1. As for the HOMO energy (spin up / spin down): -13.6 / -13.6 eV.

---

Version b
A 2-piece molecular cluster, C3H6N3O2S overall. Source: OMol25; level of theory: wB97M-V/def2-TZVPD.

Last column: natural (NBO) charge in e.
Element x y z (Å)
C 0.933 -1.867 1.023  -0.040
C 1.414 -0.881 0.259  -0.063
C -0.575 -0.363 0.983  0.278
N -0.320 -1.551 1.474  -0.439
N 0.535 0.135 0.368  -0.478
N -2.062 1.243 -1.734  -0.633
O 1.562 1.344 -1.701  -0.793
O 0.666 2.925 0.078  -0.734
S 0.621 1.727 -0.767  2.025
H 1.384 -2.761 1.402  0.255
H 2.441 -0.713 0.018  0.268
H -1.444 0.076 1.146  0.236
H -0.819 -2.059 2.149  0.458
H -2.525 2.099 -2.161  0.340
H -1.810 0.646 -2.536  0.320

The value obtained for the gap between HOMO and LUMO (spin up / spin down) is 9.5 / 7.6 eV. The charge is +1. As for the HOMO energy (spin up / spin down): -14.5 / -14.7 eV.

---

Stability summary - winner: version b; margin: 63.8 kcal/mol.

---

Version a
C31H36BrClLaN11O3PS2 as an isolated structure. Source: OMol25; level of theory: wB97M-V/def2-TZVPD.

Last column: Mulliken charge in e.
Element x y z (Å)
La -0.447 -0.102 0.089  2.093
C -3.819 -1.486 3.846  -0.928
N -4.320 -0.998 2.532  0.164
C -5.396 -1.539 1.826  -0.760
C -5.397 -0.903 0.657  -0.408
N -4.390 0.005 0.649  0.787
C -3.733 -0.016 1.795  0.179
S -2.436 1.052 2.276  -0.499
C -4.209 0.951 -0.409  -0.176
C -5.352 1.574 -0.858  -0.506
C -5.289 2.482 -1.853  -0.715
C -4.015 2.687 -2.441  -1.059
C -2.939 1.978 -2.022  -0.316
N -3.005 1.103 -0.999  0.641
H -3.185 -0.636 4.136  0.305
H -3.365 -2.436 3.698  0.324
H -4.644 -1.581 4.560  0.331
H -6.069 -2.302 2.166  0.465
H -5.967 -1.052 -0.245  0.521
H -6.307 1.393 -0.320  0.491
H -6.210 3.043 -2.090  0.403
H -3.878 3.463 -3.194  0.439
H -1.987 2.213 -2.501  0.472
C -0.924 5.611 1.289  -1.348
C -0.079 4.606 1.956  0.899
N 0.463 4.760 3.136  -0.813
N 1.079 3.518 3.440  0.358
C 0.860 2.648 2.494  -0.668
S 1.270 0.981 2.537  -0.172
N 0.204 3.341 1.487  0.538
N 0.005 2.690 0.277  0.132
H -0.931 6.557 1.833  0.385
H -1.973 5.215 1.364  0.263
H -0.626 5.862 0.242  0.293
H 1.420 3.374 4.372  0.204
H 0.897 2.783 -0.282  -0.034
H -0.758 3.200 -0.173  0.138
Br 3.129 4.456 0.190  -0.149
C 3.884 2.684 0.156  0.130
C 5.130 2.451 0.667  -0.550
C 5.552 1.147 0.609  -0.440
C 4.791 0.167 0.051  -0.381
C 3.604 0.514 -0.547  0.209
N 3.116 1.770 -0.397  0.284
C 2.682 -0.418 -1.330  0.022
O 3.013 -0.655 -2.486  -0.679
O 1.620 -0.810 -0.705  -0.137
H 5.754 3.288 1.072  0.367
H 6.627 0.958 0.929  0.350
H 5.080 -0.895 0.058  0.519
C 1.663 1.553 -4.295  -1.193
N 0.652 0.534 -4.215  0.289
C 0.398 -0.350 -5.240  -0.329
C -0.537 -1.324 -5.100  -1.109
C -1.185 -1.341 -3.825  0.564
N -0.896 -0.505 -2.853  0.304
C 0.029 0.428 -3.046  0.179
O 0.278 1.244 -2.112  -0.820
N -2.231 -2.174 -3.659  -0.321
H 1.167 2.368 -4.792  0.412
H 2.454 1.209 -4.962  0.337
H 1.936 1.896 -3.376  0.319
H 0.992 -0.278 -6.130  0.444
H -0.758 -1.966 -5.966  0.351
H -2.384 -2.939 -4.326  0.253
H -2.636 -2.197 -2.709  0.124
C -0.320 -3.942 2.219  -1.624
P 0.822 -2.495 1.896  1.329
C 1.335 -2.272 3.617  -1.647
C 2.319 -3.328 1.170  0.588
C 2.232 -4.496 0.413  -0.590
C 3.376 -5.157 -0.009  -0.570
C 4.631 -4.593 0.167  -0.799
C 4.717 -3.397 0.881  -0.333
C 3.583 -2.796 1.440  -0.740
H -0.753 -4.252 1.267  0.417
H -1.084 -3.409 2.776  0.305
H 0.119 -4.684 2.820  0.538
H 1.635 -3.227 4.005  0.503
H 0.518 -1.936 4.220  0.462
H 2.069 -1.461 3.844  0.351
H 1.257 -4.961 0.284  0.305
H 3.220 -6.034 -0.552  0.453
H 5.448 -5.090 -0.281  0.439
H 5.745 -3.057 0.964  0.465
H 3.685 -1.905 2.096  0.218
Cl -2.025 -2.361 -0.168  -0.845

The value obtained for the gap between HOMO and LUMO is 8.0 eV. The charge is +1. As for the HOMO energy: -10.3 eV.

---

Version b
C31H36BrClLaN11O3PS2 as an isolated structure. Source: OMol25; level of theory: wB97M-V/def2-TZVPD.

Last column: Mulliken charge in e.
Element x y z (Å)
La 0.114 -0.022 0.270  1.327
C 4.087 -3.029 2.047  -0.885
N 4.098 -2.526 0.724  0.242
C 4.254 -3.365 -0.401  -0.696
C 3.884 -2.619 -1.463  -0.239
N 3.633 -1.391 -1.011  0.719
C 3.609 -1.347 0.341  -0.076
S 3.056 -0.060 1.274  -0.471
C 3.324 -0.229 -1.806  -0.354
C 4.461 0.435 -2.373  -0.265
C 4.257 1.582 -3.140  -0.972
C 2.975 1.848 -3.438  -0.766
C 1.888 1.214 -2.767  -0.974
N 2.036 0.172 -1.919  0.713
H 3.495 -3.855 2.136  0.424
H 3.562 -2.369 2.794  0.183
H 5.063 -3.323 2.471  0.322
H 4.356 -4.416 -0.400  0.430
H 3.715 -2.921 -2.453  0.496
H 5.471 0.070 -2.110  0.428
H 5.093 2.128 -3.481  0.528
H 2.658 2.687 -4.068  0.468
H 0.901 1.616 -2.891  0.685
C 3.085 5.173 -0.104  -1.504
C 2.373 4.602 1.066  0.779
N 2.421 5.111 2.303  -0.841
N 1.605 4.268 3.005  0.234
C 1.099 3.278 2.303  0.060
S 0.056 2.030 2.670  -0.539
N 1.588 3.511 1.039  0.651
N 1.453 2.665 -0.053  -0.143
H 3.286 6.211 0.093  0.383
H 2.536 5.204 -1.019  0.386
H 4.050 4.633 -0.232  0.362
H 1.353 4.601 3.938  0.228
H 2.330 2.732 -0.569  0.120
H 0.743 3.087 -0.661  0.293
Br -0.098 6.747 -0.254  -0.160
C -1.574 5.534 -0.604  0.161
C -2.836 6.038 -0.667  -0.687
C -3.811 5.022 -0.936  -0.213
C -3.535 3.708 -1.072  -1.049
C -2.215 3.362 -0.858  0.201
N -1.261 4.262 -0.707  -0.021
C -1.713 1.939 -0.939  0.886
O -2.112 1.174 -0.054  -0.592
O -0.703 1.617 -1.623  -0.373
H -3.196 7.071 -0.608  0.397
H -4.839 5.323 -1.056  0.429
H -4.269 2.976 -1.295  0.517
C -3.682 -2.776 3.111  -1.069
N -2.381 -2.102 3.399  0.111
C -1.883 -2.299 4.683  -0.399
C -0.687 -1.802 5.039  -1.003
C 0.127 -1.190 4.053  0.734
N -0.334 -1.062 2.838  0.355
C -1.575 -1.552 2.452  0.235
O -1.967 -1.444 1.291  -0.530
N 1.273 -0.638 4.418  -0.264
H -3.594 -3.850 3.353  0.428
H -3.882 -2.723 2.075  0.297
H -4.599 -2.303 3.540  0.280
H -2.464 -2.945 5.303  0.488
H -0.252 -1.906 6.055  0.361
H 1.411 -0.348 5.362  0.248
H 1.773 -0.066 3.744  0.009
C -0.572 -2.794 -3.466  -1.420
P -1.439 -1.759 -2.250  1.515
C -2.477 -0.523 -3.169  -1.794
C -2.719 -2.888 -1.736  0.330
C -2.309 -3.706 -0.653  -0.135
C -3.139 -4.763 -0.169  -0.683
C -4.366 -5.014 -0.728  -0.610
C -4.799 -4.150 -1.790  -0.513
C -3.978 -3.089 -2.254  -0.463
H 0.017 -3.465 -2.811  0.335
H 0.102 -2.295 -4.090  0.531
H -1.141 -3.553 -4.018  0.389
H -3.002 -0.972 -4.051  0.468
H -1.853 0.332 -3.452  0.400
H -3.189 -0.106 -2.489  0.437
H -1.323 -3.648 -0.143  -0.037
H -2.691 -5.454 0.551  0.415
H -5.061 -5.731 -0.362  0.444
H -5.800 -4.339 -2.355  0.259
H -4.330 -2.483 -3.077  0.283
Cl 0.977 -2.756 0.360  -0.666

The value obtained for the gap between HOMO and LUMO is 8.0 eV. The charge is +1. As for the HOMO energy: -10.2 eV.

---

Stability summary - winner: version a; margin: 13.8 kcal/mol.

---

Version a
C10H11N3 as an isolated structure. Source: OMol25; level of theory: wB97M-V/def2-TZVPD.

Last column: natural (NBO) charge in e.
Element x y z (Å)
C 0.370 -0.415 2.703  -0.383
C 2.537 0.969 1.927  -0.475
C 0.843 -0.084 0.346  0.135
C 1.098 0.872 -0.672  -0.175
C 0.349 0.874 -1.820  -0.192
C -0.893 0.368 -2.100  0.142
C -2.535 -0.579 -3.336  0.249
C -2.339 -1.332 -1.297  0.130
C -1.401 -0.324 -1.024  -0.130
C -0.424 -0.686 0.160  -0.219
H 1.084 -1.643 3.166  0.257
H 0.272 0.852 4.109  0.105
H -0.952 -0.386 2.235  0.264
H 3.108 0.342 2.945  0.225
H 3.437 1.275 1.112  0.264
H 2.100 2.090 2.629  0.218
H 2.022 1.383 -0.772  0.211
H 0.927 1.372 -2.516  0.214
H -2.928 -0.601 -4.248  0.165
H -2.584 -2.040 -0.281  0.198
H -1.012 -1.020 0.958  0.182
N 1.329 0.038 1.620  -0.515
N -1.424 0.149 -3.349  -0.424
N -2.983 -1.472 -2.496  -0.448

The value obtained for the gap between HOMO and LUMO is 7.7 eV. As for the HOMO energy: -8.1 eV.

---

Version b
One molecule with the formula C10H11N3. Source: OMol25; level of theory: wB97M-V/def2-TZVPD.

Last column: natural (NBO) charge in e.
Element x y z (Å)
C 0.787 -0.339 -0.204  -0.033
C 4.926 0.344 0.106  0.000
C 4.290 -0.954 0.373  -0.246
C 2.806 0.627 -0.016  0.278
C 1.458 0.916 -0.257  -0.306
C 1.743 -1.340 0.078  -0.117
C -1.579 0.004 -0.832  0.463
C -3.793 -0.945 -0.271  -0.615
C -2.930 1.316 0.604  -0.590
C -2.966 0.377 -0.596  -0.329
N 4.035 1.317 -0.099  -0.512
N -0.487 -0.370 -0.495  -0.177
N 2.948 -0.763 0.207  -0.271
H 6.013 0.633 0.073  0.206
H 4.642 -1.995 0.378  0.207
H 0.922 1.886 -0.433  0.223
H 1.688 -2.287 0.440  0.204
H -4.062 -1.533 -1.131  0.229
H -4.707 -0.764 0.386  0.230
H -3.329 -1.746 0.354  0.230
H -2.820 0.731 1.526  0.223
H -3.838 1.760 0.796  0.218
H -2.205 2.147 0.318  0.226
H -3.543 0.976 -1.305  0.257

The value obtained for the gap between HOMO and LUMO (spin up / spin down) is 5.8 / 5.8 eV. As for the HOMO energy (spin up / spin down): -6.2 / -6.2 eV.

---

Stability summary - winner: version b; margin: 158.7 kcal/mol.

---

Version a
One molecule with the formula C10H10N2O. Source: OMol25; level of theory: wB97M-V/def2-TZVPD.

Last column: natural (NBO) charge in e.
Element x y z (Å)
C 3.147 -0.070 0.356  -0.660
C 1.714 -0.287 -0.168  0.275
C 1.336 -1.704 0.310  -0.655
O 1.354 0.129 -1.423  -0.445
C 0.713 0.783 -0.304  0.044
C 1.081 2.138 -0.169  0.264
N 1.293 3.256 0.072  -0.281
C -0.776 0.500 -0.096  0.211
C -1.556 0.502 -1.269  -0.242
C -2.900 0.165 -1.184  -0.157
C -3.469 -0.046 0.119  -0.239
C -2.589 -0.005 1.212  0.032
N -1.276 0.274 1.086  -0.418
H 3.787 -0.998 0.318  0.225
H 2.919 0.140 1.448  0.229
H 3.715 0.876 0.174  0.243
H 2.260 -2.200 0.635  0.225
H 0.667 -2.226 -0.396  0.235
H 0.635 -1.506 1.161  0.241
H -1.210 0.484 -2.313  0.239
H -3.454 0.369 -2.022  0.213
H -4.485 -0.299 0.240  0.221
H -2.907 -0.276 2.214  0.202

The value obtained for the gap between HOMO and LUMO is 10.6 eV. As for the SMILES: CC1(C)O[C@@]1(C#N)c1ccccn1. As for the HOMO energy: -10.0 eV.

---

Version b
C10H10N2O as an isolated structure. Source: OMol25; level of theory: wB97M-V/def2-TZVPD.

Last column: natural (NBO) charge in e.
Element x y z (Å)
C -4.231 -0.242 -0.024  -0.265
C -1.935 0.283 0.058  0.281
C -1.672 -1.179 0.054  -0.269
C -0.288 -1.488 0.234  -0.188
C 0.713 -0.516 0.079  0.165
C 3.080 -0.265 -0.040  0.336
C 2.939 1.135 -0.052  -0.251
C 1.672 1.715 0.086  -0.172
C 0.469 1.024 0.074  -0.064
C -0.951 1.316 0.259  -0.259
H -5.033 0.437 -1.072  0.196
H -4.005 -1.519 -0.564  0.188
H -4.879 -0.175 1.319  0.202
H -2.312 -2.061 -0.530  0.248
H -0.297 -2.539 0.298  0.225
H 4.528 -1.682 0.560  0.441
H 5.069 0.212 -0.552  0.394
H 3.779 1.613 -0.355  0.191
H 1.445 2.758 0.088  0.213
H -1.181 2.340 0.455  0.222
N 2.022 -0.986 0.034  -0.476
N 4.285 -0.791 -0.151  -0.808
O -3.217 0.610 -0.257  -0.551

The value obtained for the gap between HOMO and LUMO is 7.5 eV. As for the HOMO energy: -7.7 eV.

---

Stability summary - winner: version a; margin: 153.8 kcal/mol.

---

Version a
One molecule with the formula C2H5ClFN. Source: OMol25; level of theory: wB97M-V/def2-TZVPD.

Last column: natural (NBO) charge in e.
Element x y z (Å)
N -0.097 0.285 1.315  -0.809
C -0.233 -0.507 0.154  -0.280
C 0.362 0.258 -1.003  0.226
F -0.049 -0.347 -2.192  -0.354
Cl -0.224 1.974 -1.091  -0.086
H -0.854 0.087 1.948  0.365
H 0.699 0.043 1.805  0.355
H 0.253 -1.534 0.085  0.187
H -1.304 -0.684 -0.048  0.214
H 1.447 0.425 -0.973  0.181

The value obtained for the gap between HOMO and LUMO is 10.9 eV. As for the SMILES: NC[C@@H](F)Cl. As for the HOMO energy: -10.1 eV.

---

Version b
A 2-piece molecular cluster, C2H5ClFN overall. Source: OMol25; level of theory: wB97M-V/def2-TZVPD.

Last column: natural (NBO) charge in e.
Element x y z (Å)
C 0.434 0.216 -1.517  -0.518
C 0.040 -0.866 0.714  0.468
N -0.683 0.112 1.427  -0.836
F 1.301 -1.050 1.137  -0.333
Cl -0.427 1.745 -1.404  -0.092
H 0.146 -0.327 -2.293  0.173
H 1.427 0.527 -1.281  0.194
H -0.368 -1.789 0.554  0.156
H -1.579 0.408 1.095  0.397
H -0.291 1.024 1.569  0.392

The value obtained for the gap between HOMO and LUMO (spin up / spin down) is 8.4 / 8.6 eV. As for the HOMO energy (spin up / spin down): -7.7 / -7.9 eV.

---

Stability summary - winner: version a; margin: 69.7 kcal/mol.

---

Version a
C3H5ClS2 as an isolated structure. Source: OMol25; level of theory: wB97M-V/def2-TZVPD.

Last column: natural (NBO) charge in e.
Element x y z (Å)
C 0.909 0.156 0.738  -0.485
C -1.456 0.009 -2.158  -0.213
C -2.585 0.332 -2.769  -0.393
H 1.958 0.253 2.791  0.137
H 0.010 0.402 0.176  0.183
H -0.496 -0.062 -2.657  0.225
H -3.527 0.392 -2.241  0.214
H -2.573 0.543 -3.830  0.217
S 0.748 0.673 2.385  0.093
S 2.165 -0.585 0.038  -0.015
Cl -1.365 -0.348 -0.463  0.036

The value obtained for the gap between HOMO and LUMO is 8.4 eV. As for the HOMO energy: -8.5 eV.

---

Version b
One molecule with the formula C3H5ClS2. Source: OMol25; level of theory: wB97M-V/def2-TZVPD.

Last column: natural (NBO) charge in e.
Element x y z (Å)
S -0.464 0.445 2.252  -0.031
C -0.612 -0.465 0.711  -0.373
C 0.601 -0.496 -0.255  -0.315
Cl 2.230 -0.283 -0.134  0.079
C -0.587 0.398 -0.494  -0.336
S -1.469 0.156 -2.164  -0.040
H 0.679 -0.248 2.816  0.150
H -1.399 -1.255 0.754  0.243
H 0.396 -1.517 -0.730  0.228
H -0.257 1.448 -0.185  0.247
H -2.804 0.134 -1.577  0.148

The value obtained for the gap between HOMO and LUMO is 9.8 eV. As for the SMILES: S[C@@H]1C(Cl)[C@H]1S. As for the HOMO energy: -9.2 eV.

---

Stability summary - winner: version b; margin: 8.1 kcal/mol.